This record from OMol25 describes a 2-piece molecular cluster, C4H6N2O overall. The level of theory is wB97M-V/def2-TZVPD.

LUMO energy in eV: 0.14
Relative energy (zero: lowest compared OMol25 entry of this formula, charge and spin) in kcal/mol: 29.5
Net charge: 0
F_max in eV Å⁻¹: 1.5
Gap between HOMO and LUMO in eV: 10.04

Element x y z (Å)
1 C 0.984 -0.582 -0.408
2 C 0.765 0.112 -1.610
3 N 0.340 1.405 -1.585
4 C 0.102 1.949 -0.366
5 C 0.373 1.275 0.812
6 N 0.778 -0.014 0.772
7 H 1.497 -1.551 -0.449
8 H 0.821 -0.439 -2.558
9 H -0.288 2.975 -0.395
10 H 0.209 1.701 1.810
11 O -2.068 -2.543 1.110
12 H -2.068 -2.431 2.087
13 H -1.443 -1.857 0.781

***

This record from OMol25 describes a 2-piece molecular cluster, C6H12N overall. The level of theory is wB97M-V/def2-TZVPD.

LUMO energy in eV: -3.56
Relative energy (zero: lowest compared OMol25 entry of this formula, charge and spin) in kcal/mol: 153.8
Net charge: +1
F_max in eV Å⁻¹: 7.9
Gap between HOMO and LUMO in eV: 9.55

Element x y z (Å)
1 C 2.518 -0.598 -0.185
2 C 1.029 1.254 -1.151
3 C 3.039 0.159 0.822
4 C 0.077 0.793 -0.608
5 C -1.992 0.771 0.432
6 C -1.082 -1.514 0.020
7 N -0.790 -0.062 0.164
8 H 1.506 -0.928 -0.300
9 H 3.195 -0.424 -1.133
10 H 1.672 1.910 -1.567
11 H 3.878 0.611 0.694
12 H 2.684 -0.097 1.786
13 H -2.461 0.293 1.287
14 H -1.775 1.738 0.958
15 H -2.693 1.021 -0.396
16 H -0.377 -1.855 -0.706
17 H -0.819 -2.042 0.851
18 H -2.081 -1.820 -0.380
19 H -0.418 -0.015 1.145

***

This record from OMol25 describes an isolated ion of composition C5H8N and charge +1. The level of theory is wB97M-V/def2-TZVPD.

LUMO energy in eV: -5.30
Relative energy (zero: lowest compared OMol25 entry of this formula, charge and spin) in kcal/mol: 67.5
Net charge: +1
F_max in eV Å⁻¹: 5.9
Gap between HOMO and LUMO in eV: 9.28

Element x y z (Å)
1 C -2.635 0.388 0.156
2 C -1.347 0.000 0.501
3 C -0.422 -0.150 -0.541
4 C 0.868 -0.051 -0.350
5 N 1.922 -0.025 0.133
6 C 3.257 0.354 0.298
7 H -3.418 -0.247 0.707
8 H -2.604 0.350 -0.859
9 H -2.847 1.460 0.471
10 H -0.905 0.191 1.459
11 H -0.812 -0.390 -1.552
12 H 3.259 1.484 0.440
13 H 3.850 0.407 -0.655
14 H 3.798 -0.134 1.118

***

This record from OMol25 describes C15H13F5NO9P2Pt as an isolated structure. The level of theory is wB97M-V/def2-TZVPD.

LUMO energy in eV: 2.52
Net charge: -1
F_max in eV Å⁻¹: 1.1
Gap between HOMO and LUMO in eV: 7.51

Element x y z (Å)
1 Pt -0.503 -0.883 -1.000
2 N 2.099 -3.931 -2.190
3 C 1.880 -3.393 -0.782
4 C 2.775 -4.163 0.170
5 P 0.091 -3.866 -0.557
6 O -0.206 -3.745 0.971
7 O 0.097 -5.260 -1.085
8 O -0.723 -2.858 -1.375
9 P 2.422 -1.654 -1.012
10 O 2.375 -1.069 0.467
11 O 3.797 -1.693 -1.577
12 O 1.368 -1.029 -1.916
13 H 1.601 -4.838 -2.202
14 H 3.095 -3.981 -2.403
15 H 1.652 -3.282 -2.846
16 H 2.542 -5.229 0.148
17 H 2.596 -3.798 1.181
18 H 3.827 -3.997 -0.078
19 H -0.621 -2.831 1.163
20 H 3.076 -0.418 0.598
21 O -2.189 0.740 -1.970
22 C -1.424 1.528 -1.416
23 O -0.378 1.122 -0.768
24 C -1.654 3.007 -1.448
25 C -2.798 3.504 -2.060
26 C -3.031 4.871 -2.090
27 C -2.121 5.743 -1.508
28 C -0.978 5.248 -0.895
29 C -0.745 3.881 -0.863
30 H -3.490 2.801 -2.502
31 H -3.925 5.257 -2.565
32 H -2.304 6.811 -1.530
33 H -0.271 5.928 -0.436
34 H 0.134 3.473 -0.384
35 F -0.074 2.699 4.636
36 C -0.366 1.702 3.781
37 C 0.320 0.504 3.835
38 F 1.286 0.334 4.752
39 C 0.021 -0.514 2.949
40 F 0.703 -1.666 3.053
41 C -0.964 -0.389 1.961
42 O -1.230 -1.346 1.108
43 C -1.666 0.826 1.965
44 F -2.671 1.003 1.097
45 C -1.369 1.853 2.838
46 F -2.058 3.001 2.786

***

This record from OMol25 describes a 3-piece molecular cluster, C13H35B2O2 overall. The level of theory is wB97M-V/def2-TZVPD.

LUMO energy in eV: 2.42
Net charge: -1
F_max in eV Å⁻¹: 2.4
Gap between HOMO and LUMO in eV: 6.33

Element x y z (Å)
1 B 1.399 -5.077 -4.146
2 B 1.168 -5.771 -2.668
3 O 0.500 -7.117 -2.665
4 O 1.504 -5.194 -1.353
5 C 2.693 -4.330 -1.401
6 H 0.582 -5.441 -4.944
7 H 2.439 -5.485 -4.583
8 H 1.456 -3.902 -4.050
9 H 1.176 -7.845 -2.528
10 H 3.138 -4.319 -0.293
11 H 2.352 -3.224 -1.610
12 H 3.561 -4.712 -2.086
13 C 2.300 3.182 -0.880
14 C 2.912 1.828 -1.206
15 C 1.886 0.692 -1.245
16 C 1.162 0.415 0.078
17 C 2.070 0.084 1.265
18 C 2.882 -1.187 1.064
19 H 1.851 3.192 0.118
20 H 3.072 3.958 -0.903
21 H 1.530 3.448 -1.610
22 H 3.709 1.602 -0.490
23 H 3.393 1.893 -2.190
24 H 2.388 -0.221 -1.584
25 H 1.132 0.922 -2.009
26 H 0.465 -0.418 -0.079
27 H 0.542 1.278 0.341
28 H 1.443 -0.042 2.156
29 H 2.743 0.920 1.479
30 H 2.227 -2.046 0.891
31 H 3.482 -1.394 1.957
32 H 3.569 -1.098 0.218
33 C -5.755 2.280 1.360
34 C -4.473 2.868 0.791
35 C -3.345 1.842 0.650
36 C -2.863 1.212 1.961
37 C -2.365 2.200 3.020
38 C -1.149 2.996 2.573
39 H -5.609 1.901 2.376
40 H -6.534 3.048 1.402
41 H -6.120 1.461 0.733
42 H -4.149 3.713 1.408
43 H -4.692 3.280 -0.202
44 H -2.499 2.320 0.142
45 H -3.680 1.038 -0.017
46 H -2.056 0.506 1.727
47 H -3.669 0.611 2.395
48 H -2.099 1.636 3.922
49 H -3.167 2.886 3.312
50 H -0.318 2.331 2.316
51 H -0.814 3.657 3.381
52 H -1.372 3.623 1.705

***

This record from OMol25 describes C22H41Cl3N3O4RhSi as an isolated structure. The level of theory is wB97M-V/def2-TZVPD.

LUMO energy (spin up / spin down) in eV: 0.41 / -0.81
Relative energy (zero: lowest compared OMol25 entry of this formula, charge and spin) in kcal/mol: 11.5
Net charge: 0
F_max in eV Å⁻¹: 3.4
2S+1: 5
Gap between HOMO and LUMO (spin up / spin down) in eV: 7.20 / 6.96

Element x y z (Å)
1 C -0.858 -0.427 -4.655
2 C -1.052 0.899 -3.999
3 H -1.641 -0.632 -5.394
4 H -0.845 -1.229 -3.903
5 H 0.107 -0.458 -5.191
6 C -1.860 1.867 -4.452
7 C -2.844 1.716 -5.561
8 H -1.842 2.863 -4.000
9 H -2.915 0.689 -5.934
10 H -2.612 2.372 -6.410
11 H -3.838 2.018 -5.204
12 Rh -0.203 -0.423 0.009
13 Cl 1.883 -0.114 -0.829
14 Cl -0.672 -2.443 -0.855
15 H 2.204 -2.112 4.722
16 H 3.838 -3.482 3.350
17 C 1.394 -2.481 4.082
18 C 2.991 -3.803 2.724
19 N 1.932 -2.797 2.770
20 H 0.610 -1.728 3.994
21 C 1.456 -2.201 1.683
22 O 0.544 -1.309 1.784
23 H 3.332 -3.930 1.691
24 H 1.876 -2.491 0.713
25 H 0.991 -3.393 4.536
26 H 2.618 -4.766 3.106
27 H -3.582 -0.646 -2.357
28 H -3.884 2.026 -1.869
29 C -3.897 -0.829 -1.324
30 C -4.405 1.565 -1.014
31 N -3.697 0.384 -0.545
32 H -3.335 -1.665 -0.905
33 C -2.933 0.439 0.547
34 O -2.170 -0.484 0.920
35 H -4.472 2.300 -0.199
36 H -3.050 1.382 1.135
37 H -4.972 -1.037 -1.320
38 H -5.409 1.263 -1.332
39 O -1.008 0.302 -1.747
40 C -0.317 1.063 -2.665
41 C -1.102 3.170 -1.440
42 C -0.162 2.539 -2.252
43 H -1.879 2.568 -0.960
44 C -1.027 4.554 -1.253
45 H 0.698 0.639 -2.782
46 C 0.905 3.257 -2.789
47 H -1.749 5.046 -0.596
48 C -0.020 5.292 -1.882
49 C 0.963 4.641 -2.641
50 H 1.681 2.712 -3.339
51 H 0.029 6.375 -1.765
52 H 1.777 5.208 -3.101
53 Si -0.614 -5.921 -1.413
54 Cl -1.443 -4.708 -2.907
55 C -1.995 -6.237 -0.178
56 C 1.095 -5.334 -0.976
57 C -0.445 -7.655 -2.149
58 H -2.582 -5.333 0.025
59 H -1.600 -6.638 0.766
60 H -2.657 -6.999 -0.629
61 H -1.445 -8.038 -2.388
62 H 0.021 -8.333 -1.424
63 H 0.160 -7.644 -3.062
64 H 1.086 -4.272 -0.724
65 H 1.759 -5.489 -1.837
66 H 1.481 -5.908 -0.125
67 C 1.251 1.722 2.899
68 C 0.558 2.282 1.693
69 N 0.666 3.611 1.520
70 O -0.125 1.617 0.867
71 H 1.468 2.496 3.644
72 H 2.200 1.263 2.596
73 H 0.624 0.959 3.370
74 H 0.238 4.072 0.725
75 H 1.200 4.167 2.173

***

This record from OMol25 describes C35H33GeIrN3OS2 as an isolated structure. The level of theory is wB97M-V/def2-TZVPD.

LUMO energy (spin up / spin down) in eV: -6.52 / -6.66
Relative energy (zero: lowest compared OMol25 entry of this formula, charge and spin) in kcal/mol: 23.7
Net charge: +2
F_max in eV Å⁻¹: 1.3
2S+1: 2
Gap between HOMO and LUMO (spin up / spin down) in eV: 6.48 / 6.34

Element x y z (Å)
1 Ir -0.444 -0.443 0.000
2 N -1.595 -1.054 -3.957
3 C -0.908 -2.139 -4.593
4 C -1.295 -2.528 -5.856
5 C -0.649 -3.588 -6.482
6 C 0.378 -4.245 -5.836
7 C 0.765 -3.845 -4.559
8 C 0.117 -2.793 -3.946
9 S 0.666 -2.303 -2.329
10 N -0.451 -1.048 -1.954
11 C -1.360 -0.600 -2.729
12 C -2.223 0.498 -2.190
13 C -3.359 0.965 -2.813
14 C -4.115 1.952 -2.194
15 C -3.696 2.459 -0.982
16 C -2.539 1.945 -0.420
17 N -1.830 0.980 -1.007
18 H -2.301 -0.593 -4.504
19 H -2.101 -2.003 -6.358
20 H -0.955 -3.895 -7.472
21 H 0.887 -5.067 -6.320
22 H 1.575 -4.351 -4.046
23 H -3.688 0.565 -3.763
24 H -5.025 2.313 -2.656
25 H -4.251 3.236 -0.475
26 H -2.155 2.317 0.521
27 O -0.024 0.095 1.949
28 S -0.115 1.557 2.481
29 C -1.226 1.450 3.904
30 C -0.494 2.173 5.031
31 C 0.947 1.666 4.965
32 C 1.373 1.766 3.500
33 H -1.322 0.377 4.089
34 H -2.195 1.873 3.646
35 H -0.968 1.970 5.989
36 H -0.524 3.253 4.870
37 H 1.001 0.632 5.305
38 H 1.611 2.259 5.592
39 H 2.070 0.995 3.171
40 H 1.779 2.745 3.245
41 C -1.762 -1.674 0.377
42 Ge -2.184 -2.820 1.926
43 C -2.755 -4.399 0.956
44 C -2.132 -5.632 1.145
45 C -2.537 -6.735 0.404
46 C -3.555 -6.614 -0.532
47 C -4.190 -5.393 -0.719
48 C -3.791 -4.288 0.020
49 C -3.672 -1.924 2.776
50 C -3.964 -0.582 2.521
51 C -5.072 0.022 3.104
52 C -5.892 -0.715 3.947
53 C -5.601 -2.046 4.216
54 C -4.496 -2.652 3.631
55 C -0.736 -3.197 3.132
56 C -0.895 -2.984 4.500
57 C 0.136 -3.299 5.379
58 C 1.326 -3.823 4.895
59 C 1.495 -4.033 3.532
60 C 0.467 -3.725 2.652
61 H -2.609 -1.642 -0.326
62 H -1.342 -5.739 1.878
63 H -2.056 -7.692 0.561
64 H -3.860 -7.476 -1.111
65 H -5.001 -5.306 -1.432
66 H -4.315 -3.346 -0.111
67 H -3.317 -0.002 1.864
68 H -5.299 1.062 2.904
69 H -6.761 -0.251 4.396
70 H -6.239 -2.615 4.880
71 H -4.282 -3.695 3.841
72 H -1.822 -2.575 4.887
73 H 0.004 -3.144 6.442
74 H 2.123 -4.076 5.583
75 H 2.423 -4.449 3.158
76 H 0.603 -3.900 1.589

***

This record from OMol25 describes C27H78AsCl6F6O30P6 as an isolated structure. The level of theory is wB97M-V/def2-TZVPD.

LUMO energy in eV: 1.66
Net charge: -1
F_max in eV Å⁻¹: 5.1
Gap between HOMO and LUMO in eV: 9.78

Element x y z (Å)
1 As 7.784 7.704 -18.168
2 F 7.283 6.157 -18.880
3 F 9.156 6.838 -17.306
4 F 8.277 9.166 -17.393
5 F 6.517 8.591 -19.029
6 F 6.670 7.410 -16.795
7 F 8.888 8.011 -19.553
8 C -2.909 8.303 -12.261
9 O -3.337 9.387 -13.039
10 P -2.290 10.577 -13.455
11 O -1.429 11.099 -12.362
12 O -1.453 10.089 -14.707
13 C -0.736 11.067 -15.467
14 O -3.204 11.844 -13.997
15 C -4.407 12.279 -13.391
16 H -3.107 7.355 -12.761
17 H -3.273 8.343 -11.234
18 H -1.832 8.423 -12.143
19 H 0.285 10.787 -15.728
20 H -0.610 12.082 -15.092
21 H -1.300 11.164 -16.394
22 H -4.460 11.762 -12.433
23 H -5.241 12.126 -14.076
24 H -4.204 13.330 -13.183
25 C 5.970 1.921 -12.873
26 O 5.495 0.980 -11.940
27 P 4.853 1.563 -10.511
28 O 5.718 2.311 -9.585
29 O 3.455 2.322 -11.005
30 C 2.542 1.728 -11.925
31 O 4.174 0.295 -9.795
32 C 4.996 -0.726 -9.181
33 H 5.299 1.869 -13.730
34 H 6.920 1.580 -13.284
35 H 6.069 2.936 -12.489
36 H 2.904 0.794 -12.357
37 H 2.264 2.443 -12.699
38 H 1.604 1.602 -11.385
39 H 5.541 -1.358 -9.882
40 H 4.519 -1.280 -8.372
41 H 5.882 -0.310 -8.703
42 C 9.346 -5.574 -16.207
43 O 10.187 -5.059 -17.211
44 P 9.566 -4.465 -18.542
45 O 8.842 -5.418 -19.503
46 O 10.850 -3.662 -19.206
47 C 11.889 -4.262 -19.821
48 O 8.614 -3.197 -17.971
49 C 7.858 -2.497 -18.961
50 H 9.675 -5.245 -15.222
51 H 9.142 -6.645 -16.212
52 H 8.338 -5.162 -16.256
53 H 12.524 -4.690 -19.045
54 H 12.370 -3.629 -20.567
55 H 11.476 -5.078 -20.413
56 H 8.205 -1.469 -18.854
57 H 6.795 -2.450 -18.724
58 H 8.001 -2.865 -19.977
59 C 7.915 11.012 -26.682
60 O 8.393 11.266 -27.988
61 P 9.909 11.804 -28.215
62 O 10.276 13.057 -27.522
63 O 10.005 12.011 -29.843
64 C 9.266 13.025 -30.505
65 O 10.813 10.488 -27.829
66 C 10.665 9.193 -28.333
67 H 8.636 11.395 -25.960
68 H 7.810 9.939 -26.527
69 H 6.928 11.447 -26.521
70 H 8.546 12.582 -31.193
71 H 9.965 13.559 -31.149
72 H 8.755 13.676 -29.796
73 H 10.414 8.518 -27.514
74 H 11.601 8.860 -28.781
75 H 9.839 9.110 -29.039
76 C 1.198 18.738 -24.662
77 O 2.453 18.276 -25.206
78 P 2.655 16.671 -25.452
79 O 3.961 16.271 -25.955
80 O 2.317 16.050 -23.983
81 C 3.221 15.968 -22.904
82 O 1.357 16.259 -26.330
83 C 1.561 16.005 -27.727
84 H 1.343 18.970 -23.607
85 H 0.334 18.074 -24.626
86 H 0.926 19.685 -25.128
87 H 4.169 16.435 -23.173
88 H 3.410 14.899 -22.804
89 H 2.864 16.397 -21.968
90 H 2.502 16.468 -28.027
91 H 0.785 16.470 -28.334
92 H 1.410 14.950 -27.953
93 C 20.021 9.195 -19.938
94 O 20.314 9.206 -21.316
95 P 19.094 9.521 -22.370
96 O 18.254 10.725 -22.068
97 O 19.616 9.467 -23.870
98 C 20.658 8.524 -24.290
99 O 18.177 8.157 -22.294
100 C 16.841 8.216 -22.788
101 H 20.619 9.979 -19.473
102 H 20.463 8.341 -19.425
103 H 18.972 9.334 -19.678
104 H 21.486 9.050 -24.765
105 H 20.321 7.846 -25.074
106 H 21.015 7.862 -23.501
107 H 16.177 8.336 -21.933
108 H 16.644 7.292 -23.332
109 H 16.636 9.002 -23.515
110 C 10.598 14.460 -20.546
111 C 12.037 13.888 -20.615
112 O 12.497 13.848 -21.951
113 O 10.629 15.734 -21.118
114 H 10.315 14.568 -19.498
115 H 9.786 13.832 -20.914
116 H 12.092 12.831 -20.355
117 H 12.717 14.348 -19.898
118 H 13.347 13.416 -21.845
119 H 9.973 16.314 -20.725
120 C 5.194 14.136 -13.540
121 C 4.089 15.170 -13.082
122 O 3.326 14.788 -11.930
123 O 5.880 14.619 -14.626
124 H 4.803 13.204 -13.948
125 H 6.030 13.885 -12.888
126 H 3.470 15.452 -13.934
127 H 4.632 16.048 -12.732
128 H 2.738 14.081 -12.205
129 H 6.278 13.830 -15.002
130 C 9.192 3.059 -24.390
131 C 10.192 1.854 -24.179
132 O 11.462 2.201 -24.632
133 O 8.720 3.153 -25.738
134 H 9.554 4.010 -24.001
135 H 8.291 2.786 -23.842
136 H 9.795 0.903 -24.532
137 H 10.216 1.712 -23.098
138 H 11.341 2.398 -25.564
139 H 8.429 2.283 -26.023
140 C 12.799 9.983 -13.708
141 Cl 13.779 9.807 -15.193
142 Cl 12.593 11.692 -13.143
143 H 11.885 9.390 -13.735
144 H 13.445 9.584 -12.926
145 C 14.654 3.078 -18.515
146 Cl 14.391 2.736 -16.789
147 Cl 15.314 1.652 -19.308
148 H 13.790 3.424 -19.083
149 H 15.469 3.796 -18.605
150 C 1.181 4.623 -18.995
151 Cl 1.890 3.155 -19.827
152 Cl -0.484 4.292 -18.506
153 H 1.871 4.862 -18.186
154 H 1.236 5.419 -19.736

***

Question: What is the formula in the seventh record?
Answer: C35H33GeIrN3OS2

***

Question: The lowest F_max belongs to which entry?
Answer: C15H13F5NO9P2Pt